This record from the Open Molecules 2025 dataset describes a structure of composition C20H29BiOSi. The level of theory is ωB97M-V with the def2-TZVPD basis set.

Structure (ORCA input):
```
! wB97M-V def2-TZVPD RIJCOSX def2/J DEFGRID3
* xyz -2 1
Bi 0.1732 -0.0892 0.2004
C -0.0818 3.1030 0.2921
C 0.6417 2.4967 1.3723
C 1.9273 2.0882 0.8600
H 0.3155 2.4291 2.4096
C 1.9905 2.4813 -0.5137
C 0.7604 3.0964 -0.8542
H 0.5054 3.5071 -1.8327
H -1.0705 3.5448 0.3578
H 2.7351 1.6386 1.4349
H 2.8515 2.3481 -1.1720
C -2.2820 -0.2520 -1.4459
C -1.8461 0.8625 -2.2196
C -0.7466 0.4512 -3.0222
H -2.3141 1.8417 -2.2437
C -0.4774 -0.9140 -2.7474
C -1.4072 -1.3594 -1.7487
H -1.5013 -2.3789 -1.3785
H -3.1438 -0.2887 -0.7875
H -0.1975 1.0677 -3.7329
H 0.2727 -1.5330 -3.2396
O 2.1060 -0.9507 -0.2743
C 3.4134 -2.0380 -2.8155
C 3.5697 -2.4777 -1.4365
C 3.9596 -0.7433 -3.2253
C 2.7635 -2.9288 -3.7837
C 2.3222 -2.3191 -0.5239
H 4.4139 -1.9410 -0.9731
H 3.7710 -3.5649 -1.4340
H 1.4505 -2.7938 -1.0313
H 2.5116 -2.8385 0.4390
H 5.0454 -0.7686 -3.4270
H 3.7874 0.0038 -2.4352
H 3.4726 -0.4005 -4.1473
H 3.4367 -3.6969 -4.2055
H 2.3819 -2.3356 -4.6249
H 1.9213 -3.4632 -3.3158
C -3.8015 2.0704 2.8786
Si -3.0448 0.5352 3.6630
C -2.0998 1.0227 5.2005
C -4.3688 -0.7334 3.9919
C -1.7936 -0.3505 2.6456
C -0.8774 -0.9054 2.0130
H -4.5164 2.5423 3.5688
H -4.3497 1.8360 1.9559
H -3.0454 2.8268 2.6287
H -2.7343 1.4377 5.9908
H -1.5979 0.1270 5.5867
H -1.3214 1.7566 4.9564
H -4.8835 -0.9928 3.0589
H -3.8799 -1.6422 4.3621
H -5.1174 -0.4150 4.7249
*
```

Computed properties:
Gap between HOMO and LUMO (alpha / beta)   1.90 / 1.90 eV
E   -36969.0257 eV
LUMO (alpha / beta)   4.245 / 4.245 eV


This record from the Open Molecules 2025 dataset describes a structure of composition C12H10BrF3HfN2. The level of theory is ωB97M-V with the def2-TZVPD basis set.

Structure (ORCA input):
```
! wB97M-V def2-TZVPD RIJCOSX def2/J DEFGRID3
* xyz 4 1
C -0.0783 4.1846 3.0686
C -0.4155 3.0344 2.1998
C 1.0188 2.4818 1.3869
Br 2.2078 3.8323 0.9503
C 0.6902 1.5063 0.4109
C 0.7464 1.7009 -1.0267
N 0.5450 0.7266 -1.8381
C 0.2247 -0.4826 -1.3198
C 0.0262 -1.5593 -2.1710
C -0.3266 -2.7663 -1.6203
C -0.5166 -3.9202 -2.5846
F 0.1713 -3.8603 -3.7246
F -1.8027 -4.2034 -2.9857
F -0.1472 -5.1502 -2.0395
C -0.5168 -2.9740 -0.2371
C -0.3247 -1.9568 0.6108
C 0.0624 -0.6680 0.1044
N 0.2833 0.3135 0.9338
H -0.9948 4.3131 3.6659
H 0.1299 5.0910 2.5191
H 0.7089 3.9952 3.7929
H -0.7649 2.1762 2.7590
H -1.1238 3.2481 1.4067
H 1.4446 1.9642 2.2735
H 0.9538 2.6808 -1.4316
H 0.1632 -1.4074 -3.2287
H -0.8036 -3.9403 0.1392
H -0.4506 -2.0646 1.6750
Hf -1.1106 -6.2956 -3.6890
*
```

Computed properties:
Gap between HOMO and LUMO   4.52 eV
E   -95032.6452 eV
LUMO   -17.769 eV


This record from the Open Molecules 2025 dataset describes a cluster of 10 separate species, C52H150N26O8P8 in total. The level of theory is ωB97M-V with the def2-TZVPD basis set.

Structure (ORCA input):
```
! wB97M-V def2-TZVPD RIJCOSX def2/J DEFGRID3
* xyz 0 1
C 10.3657 17.8402 15.8968
C 10.7065 17.5981 17.3192
N 10.9840 17.4651 18.4434
H 9.7142 17.0572 15.5085
H 11.2817 17.9631 15.3189
H 9.8411 18.7573 15.6290
C 16.0386 19.5113 11.0614
C 14.7301 19.0841 11.6037
N 13.7175 18.7039 11.9986
H 16.5954 18.6076 10.8136
H 16.6522 20.1596 11.6870
H 15.8775 20.0772 10.1439
O 11.6501 22.0562 24.3490
P 12.6342 21.1936 23.6554
N 13.9009 21.9654 22.7750
C 14.6382 21.2289 21.7596
C 14.3051 23.4186 23.0084
N 11.8588 20.1269 22.5545
C 10.9625 19.1944 23.2303
C 11.2683 20.7158 21.3462
N 13.4269 20.1649 24.7498
C 13.8469 20.6597 26.0390
C 14.1426 18.9842 24.3176
H 14.7313 20.1593 21.9478
H 15.6120 21.6651 21.5373
H 13.9972 21.2602 20.8785
H 15.3465 23.3865 23.3286
H 13.6411 23.9029 23.7245
H 14.2078 24.0489 22.1245
H 10.0527 19.6908 23.5679
H 10.4351 18.5402 22.5360
H 11.3858 18.6009 24.0407
H 11.9607 21.4591 20.9510
H 11.0229 19.9106 20.6537
H 10.3330 21.2194 21.5904
H 14.2392 19.8714 26.6814
H 14.5876 21.4260 25.8104
H 13.1074 21.2771 26.5490
H 15.2154 19.1715 24.3641
H 13.8104 18.6663 23.3293
H 13.9481 18.1791 25.0261
O 17.9979 17.5361 12.7351
P 19.4353 17.2513 13.0882
N 20.2095 16.4872 11.8226
C 21.5418 15.9717 11.9877
C 19.9220 16.8471 10.3487
N 19.6972 16.1902 14.4069
C 19.5819 16.6654 15.7977
C 19.3228 14.7718 14.2995
N 20.3771 18.7054 13.3721
C 20.0470 19.9355 12.6284
C 21.7349 18.6508 13.9141
H 21.7266 15.6674 13.0180
H 22.3461 16.6730 11.7654
H 21.5466 15.1223 11.3047
H 19.9574 15.8958 9.8178
H 20.6199 17.6196 10.0257
H 18.9194 17.2626 10.2476
H 20.0073 15.8916 16.4367
H 20.1110 17.6142 15.8867
H 18.5538 16.8279 16.1211
H 18.6883 14.4811 15.1368
H 18.9938 14.4708 13.3050
H 20.1936 14.1292 14.4291
H 20.2512 19.7964 11.5668
H 19.0229 20.2154 12.8754
H 20.6222 20.8108 12.9301
H 22.2022 19.5516 14.3121
H 22.4105 18.6008 13.0602
H 21.8572 17.8294 14.6200
O 12.8497 27.0451 21.0537
P 11.6271 26.5545 20.3950
N 10.7805 27.6724 19.4647
C 9.5205 27.5500 18.7547
C 11.5780 28.8006 18.9066
N 10.4771 25.9721 21.5430
C 10.7761 24.8562 22.3889
C 9.5254 26.7862 22.2261
N 11.9101 25.1165 19.4397
C 13.2104 25.0592 18.7560
C 10.8214 24.3175 18.8208
H 8.6758 27.3586 19.4164
H 9.5947 26.7862 17.9805
H 9.3415 28.4853 18.2243
H 12.1031 29.2934 19.7248
H 10.9575 29.5972 18.4962
H 12.2892 28.4519 18.1578
H 11.4824 25.1956 23.1466
H 9.8899 24.5196 22.9268
H 11.1930 24.0072 21.8473
H 9.7013 26.8304 23.3009
H 9.5353 27.8195 21.8793
H 8.5205 26.4560 21.9628
H 13.3264 26.0612 18.3431
H 14.0336 24.8736 19.4460
H 13.1724 24.4582 17.8475
H 10.5267 24.7103 17.8477
H 9.9361 24.3199 19.4565
H 11.2495 23.3151 18.8135
O 14.8753 12.6770 15.8818
P 14.1846 13.0886 14.6233
N 12.9526 14.3320 14.7380
C 12.5943 15.2085 13.6186
C 12.2293 14.6132 16.0137
N 13.3194 11.8799 13.7409
C 13.4349 10.4535 14.0331
C 12.5794 12.1723 12.5222
N 15.2862 13.7315 13.5170
C 16.1517 12.7913 12.7243
C 15.8991 15.0314 13.6813
H 12.9266 16.2127 13.8818
H 11.5251 15.2683 13.4153
H 13.1059 14.9811 12.6834
H 12.6630 15.4495 16.5619
H 12.3545 13.7176 16.6223
H 11.1860 14.8203 15.7754
H 14.2105 10.3794 14.7954
H 12.4240 10.2089 14.3593
H 13.8187 9.8658 13.1993
H 13.2809 12.6099 11.8120
H 12.3362 11.2096 12.0726
H 11.6955 12.8052 12.6028
H 17.0825 12.6639 13.2770
H 15.6925 11.8032 12.6954
H 16.3744 13.0794 11.6969
H 15.2387 15.8100 14.0628
H 16.1858 15.3586 12.6818
H 16.7703 14.9709 14.3336
O 22.4018 19.7940 16.8465
P 22.2662 21.1252 17.4560
N 22.1024 21.1577 19.1396
C 21.8956 22.3370 19.9059
C 22.3729 19.9022 19.8559
N 20.9051 21.9727 16.9009
C 20.5623 23.4185 17.2529
C 20.1114 21.3762 15.8603
N 23.6443 22.1142 17.0468
C 23.9064 22.3518 15.6296
C 24.8666 22.1719 17.8652
H 20.8185 22.4140 20.0545
H 22.3479 23.1579 19.3492
H 22.4494 22.2784 20.8428
H 23.4111 19.7954 20.1703
H 22.1167 19.0728 19.1967
H 21.7409 19.8747 20.7436
H 21.4340 23.9018 17.6943
H 20.3074 24.0286 16.3863
H 19.8524 23.5477 18.0698
H 19.5493 20.5170 16.2262
H 19.4065 22.1212 15.4912
H 20.7850 21.1777 15.0267
H 22.9566 22.4712 15.1084
H 24.4713 23.2758 15.5053
H 24.3642 21.4439 15.2370
H 25.5616 22.9386 17.5229
H 25.4374 21.2630 17.6748
H 24.6782 22.3146 18.9292
O 18.2218 15.3071 19.1373
P 16.9297 15.5581 19.7858
N 15.5895 15.9317 18.7099
C 15.6989 15.3578 17.4083
C 14.2269 16.4546 19.0286
N 17.0656 16.8903 20.8420
C 16.9350 18.2538 20.3438
C 17.9292 16.9146 22.0592
N 16.3635 14.3063 20.7952
C 15.0697 14.3781 21.4582
C 17.0269 12.9811 20.8582
H 15.1181 15.8929 16.6570
H 15.4766 14.2966 17.5194
H 16.7103 15.3088 17.0048
H 13.8888 17.2120 18.3214
H 13.9106 16.6622 20.0508
H 13.6054 15.5895 18.7974
H 16.3308 18.3830 19.4459
H 16.4501 18.8982 21.0771
H 17.9016 18.6640 20.0515
H 17.5112 17.4661 22.9014
H 18.0797 15.8859 22.3867
H 18.9319 17.3173 21.9158
H 14.6010 15.3611 21.4133
H 14.3676 13.6462 21.0587
H 15.1772 14.1130 22.5100
H 17.9331 13.0586 21.4589
H 17.3509 12.6674 19.8659
H 16.3227 12.2630 21.2785
O 13.7142 24.7557 13.4385
P 13.4905 25.0382 12.0040
N 14.4697 24.1399 10.9558
C 14.7263 24.4474 9.5348
C 14.8999 22.7971 11.4092
N 13.8088 26.6473 11.5227
C 15.2068 27.2538 11.5125
C 12.7676 27.6937 11.4847
N 11.9706 24.6490 11.3267
C 11.6298 25.0007 9.8869
C 11.3510 23.3776 11.7279
H 14.9264 25.5102 9.3993
H 13.9199 24.0911 8.8938
H 15.6429 23.9836 9.1703
H 14.0096 22.1719 11.3419
H 15.2355 22.9560 12.4340
H 15.7423 22.4431 10.8149
H 15.4803 27.6688 12.4826
H 15.9745 26.5278 11.2448
H 15.2757 27.9971 10.7183
H 12.9939 28.3842 10.6723
H 11.8600 27.2373 11.0896
H 12.5557 28.1688 12.4426
H 10.6283 25.3880 9.6994
H 12.3268 25.7760 9.5687
H 11.7519 24.1489 9.2178
H 10.3041 23.4895 11.4461
H 11.6146 23.1079 12.7506
H 11.7900 22.5893 11.1163
O 14.5100 20.0554 18.4411
P 14.7551 20.6998 17.1374
N 15.7191 22.1145 17.1685
C 16.2226 22.8421 15.9379
C 16.2141 22.6342 18.4495
N 13.3076 21.2262 16.4919
C 13.2444 21.8130 15.1301
C 12.0237 20.9569 16.9876
N 15.5464 19.5872 16.0146
C 14.8995 18.4842 15.2352
C 16.8508 19.1547 16.5697
H 15.6680 23.7789 15.8838
H 16.2598 22.3179 14.9829
H 17.2654 23.1223 16.0869
H 16.3869 23.7086 18.3868
H 17.0859 22.1113 18.8428
H 15.4201 22.4649 19.1768
H 12.2860 21.5538 14.6801
H 13.3249 22.8999 15.1447
H 14.1096 21.4194 14.5966
H 11.5677 20.1226 16.4547
H 12.0190 20.5653 18.0048
H 11.3423 21.8073 16.9617
H 15.6696 18.1118 14.5597
H 14.5612 17.7111 15.9251
H 13.9581 18.8347 14.8120
H 17.3537 20.0355 16.9690
H 17.4914 18.7154 15.8051
H 16.8756 18.4128 17.3679
*
```

Computed properties:
Gap between HOMO and LUMO   7.79 eV
E   -185795.9879 eV
LUMO   0.270 eV
Energy relative to the best compared isomer or geometry (same formula, charge and spin)   67.8 kcal/mol


This record from the Open Molecules 2025 dataset describes a structure of composition C20H24IN4ORu. The level of theory is ωB97M-V with the def2-TZVPD basis set.

Structure (ORCA input):
```
! wB97M-V def2-TZVPD RIJCOSX def2/J DEFGRID3
* xyz -2 6
C -1.1561 -2.3880 -3.3029
I 0.8270 -3.8970 0.7981
H -0.3595 -3.0872 -3.0147
H -0.8318 -1.8051 -4.1680
H -2.0519 -2.9752 -3.5121
C -2.5915 -0.8470 3.0545
C -1.5585 -1.4261 3.7063
N -0.5558 -1.6461 2.7751
C -0.9592 -1.2411 1.5257
N -2.2321 -0.7662 1.7245
H -3.5327 -0.4720 3.4118
H -1.4265 -1.6282 4.7470
C 2.2451 0.0398 -3.4279
C 1.1250 -1.1792 -1.8759
N 1.0719 -0.0869 -2.7067
H 4.0581 -1.2152 -3.3392
N 2.3920 -1.6628 -2.0605
H 2.3817 0.8487 -4.1283
Ru -0.1168 -1.7588 -0.3623
C -1.3867 -1.5692 -2.0872
O -2.3364 -0.7861 -1.9827
C 3.0570 -0.9573 -3.0401
C 3.0701 -2.7232 -1.3345
H 4.1471 -2.6030 -1.5008
H 2.7591 -3.7096 -1.6886
H 2.8763 -2.6538 -0.2621
C 0.0771 0.9620 -2.7613
H 0.2048 1.4404 -3.7371
H 0.2469 1.6971 -1.9692
H -0.9501 0.6100 -2.6871
C -3.0505 -0.0800 0.7640
H -3.9716 0.1880 1.2916
H -3.2866 -0.7109 -0.0942
H -2.5613 0.8281 0.3957
C 0.7487 -2.1122 3.2036
H 1.5406 -1.7025 2.5841
H 0.8122 -3.2127 3.2098
H 0.8663 -1.8151 4.2571
C -0.0560 0.0369 0.2321
C -0.0897 1.3086 0.3583
C -0.0293 2.5724 0.9290
C 0.0964 2.7537 2.3367
C 0.2031 4.0373 2.8507
C 0.1373 5.1387 1.9912
C -0.0436 4.9906 0.6030
C -0.1002 3.7102 0.0614
H 0.1089 1.8607 2.9652
H 0.3107 4.1492 3.9377
H 0.2145 6.1295 2.4130
H -0.1013 5.8542 -0.0617
H -0.2425 3.5616 -1.0222
*
```

Computed properties:
Gap between HOMO and LUMO (alpha / beta)   1.80 / 6.23 eV
E   -39811.3342 eV
<S²>   8.789
LUMO (alpha / beta)   4.175 / 4.296 eV


This record from the Open Molecules 2025 dataset describes an isolated molecule of C4H5NO3. The level of theory is ωB97M-V with the def2-TZVPD basis set.

Structure (ORCA input):
```
! wB97M-V def2-TZVPD RIJCOSX def2/J DEFGRID3
* xyz 0 1
C -2.2467 -0.5447 0.1454
C -0.3598 0.8024 0.0601
C 0.9522 1.1878 -0.0199
C 2.1914 -0.6742 -0.0940
H -2.3771 -1.5819 0.6752
H -0.5073 -1.0703 -0.1269
H -1.2337 1.5604 -0.3035
H 1.1661 2.2866 -0.2122
H 3.2673 -1.2273 -0.3405
N -1.0192 -0.3366 0.2518
O -3.1304 0.2730 -0.1725
O 2.2113 0.6412 0.2430
O 1.0860 -1.3164 -0.1060
*
```

Computed properties:
Gap between HOMO and LUMO   9.32 eV
E   -11858.0407 eV
LUMO   0.280 eV
Energy relative to the best compared isomer or geometry (same formula, charge and spin)   91.3 kcal/mol